This record from the OMol25 dataset describes a molecular structure, C27H28Cl2N9O3SSn. The level of theory is the ωB97M-V functional and the def2-TZVPD basis.

```
71
Properties=species:S:1:pos:R:3:forces:R:3
Sn 0.187 0.200 -1.537 0.938 -0.180 0.187
N -1.449 -0.904 -2.214 -0.779 -6.979 3.683
C -2.349 -0.710 -3.315 -0.709 0.065 -0.524
C -2.839 0.724 -3.288 -0.205 0.033 -0.344
C -1.672 1.699 -3.472 -3.187 2.170 -3.602
O -1.861 2.570 -4.375 1.462 -2.053 2.735
O -0.688 1.554 -2.691 -1.081 1.571 -1.258
H -0.877 -2.087 -2.146 -1.471 3.975 -1.040
H -1.954 -1.192 -1.212 0.825 1.141 -4.144
H -3.192 -1.405 -3.243 0.114 0.005 -0.038
H -1.826 -0.915 -4.255 -0.010 0.054 0.097
H -3.342 0.955 -2.342 0.021 -0.108 0.014
H -3.574 0.869 -4.089 0.300 0.120 0.213
Cl 3.668 2.414 -4.323 -0.604 -0.259 0.545
C 2.727 2.925 -2.935 -0.445 -0.773 0.194
C 2.992 4.219 -2.501 -0.593 0.202 0.812
C 2.307 4.725 -1.414 0.733 0.126 -0.794
Cl 2.706 6.352 -0.945 -0.240 -0.133 0.213
C 1.346 3.952 -0.736 -0.059 0.444 0.335
C 0.637 4.461 0.382 -0.421 -0.206 0.370
C -0.309 3.698 1.046 0.847 1.137 -0.259
C -0.528 2.432 0.575 0.312 -1.760 -1.362
N 0.123 1.913 -0.480 -0.020 3.305 1.928
C 1.068 2.625 -1.173 0.666 1.526 0.402
C 1.772 2.066 -2.314 1.614 2.110 -0.463
O 1.570 0.873 -2.763 1.399 -0.159 -1.262
H 3.732 4.821 -3.018 -0.142 -0.089 0.091
H 0.818 5.467 0.747 0.173 -0.113 -0.284
H -0.852 4.082 1.899 0.015 -0.046 -0.065
H -1.250 1.767 1.035 0.019 0.144 0.038
C 3.052 -3.480 -4.481 0.046 0.799 -0.196
N 2.307 -4.134 -3.433 -1.695 0.446 2.075
C 2.309 -5.495 -3.197 0.151 -0.123 -0.162
C 1.512 -5.757 -2.152 -0.169 -0.830 0.364
N 0.983 -4.577 -1.696 0.931 1.541 -1.414
C 1.463 -3.517 -2.483 0.660 -3.348 -0.439
S 1.073 -1.926 -2.275 2.291 -2.700 -1.265
H 3.621 -4.209 -5.065 -0.228 0.054 0.274
H 3.736 -2.754 -4.033 -0.059 -0.073 -0.170
H 2.355 -2.949 -5.137 0.193 -0.041 0.023
H 2.884 -6.184 -3.796 -0.044 0.175 0.030
H 1.279 -6.705 -1.694 0.031 0.124 -0.056
H 0.347 -4.464 -0.919 0.205 0.089 -0.246
C 1.196 -1.437 1.398 0.216 -0.502 0.349
C -0.236 -1.086 1.219 0.315 -0.040 0.867
N -0.747 -0.516 0.147 -1.515 -1.559 3.490
C -2.092 -0.405 0.378 -1.620 0.079 1.250
C -2.412 -0.910 1.613 0.103 0.473 -0.677
N -1.219 -1.313 2.157 0.753 0.378 -0.946
C -1.050 -1.916 3.464 0.115 -0.363 0.675
N -1.574 -1.103 4.541 0.228 -0.226 -0.849
N -2.493 -1.627 5.378 -0.479 2.067 1.583
N -2.758 -0.715 6.303 0.215 -1.891 -1.378
C -1.984 0.385 6.051 0.207 0.542 0.093
C -1.885 1.606 6.733 0.359 0.633 -0.054
C -0.994 2.572 6.248 -0.868 -0.643 0.649
C -0.221 2.326 5.111 0.164 -0.749 -0.759
C -0.307 1.111 4.420 0.062 0.629 0.195
C -1.203 0.161 4.922 0.072 -0.134 -0.180
H 1.768 -1.180 0.500 -0.272 -0.085 0.358
H 1.312 -2.511 1.575 -0.066 0.071 0.191
H 1.629 -0.889 2.240 0.000 -0.092 -0.037
H -2.757 0.027 -0.358 -0.030 0.204 0.458
H -3.355 -0.998 2.136 0.195 0.067 -0.070
H 0.010 -2.085 3.670 -0.051 -0.011 -0.427
H -1.571 -2.879 3.451 0.048 0.247 0.420
H -2.490 1.793 7.614 0.065 -0.024 -0.090
H -0.908 3.527 6.762 -0.021 -0.229 -0.102
H 0.457 3.097 4.750 -0.113 -0.214 0.060
H 0.288 0.940 3.529 -0.004 -0.009 0.071
H 1.587 0.028 -0.501 0.140 0.002 -0.380
```
Positions in Å, forces in eV/Å.

Computed properties:
* energy above the lowest of the compared OMol25 structures with the same formula, charge and spin: 0.00 kcal/mol
* F_max: 0.1542 hartree/bohr
* gap between HOMO and LUMO: 6.9 eV
* charge: +1
* E_tot: -3296.6891 Ha
* E_HOMO: -9.853 eV
* LUMO energy: -2.98 eV